DFT (the ωB97M-V functional and the def2-TZVPD basis) results for a 2-piece molecular cluster, CHClF2O2S overall.

Atoms and positions in Å:
C -0.65 0.92 0.36
O 1.99 -0.14 0.43
O 4.12 0.24 -0.85
F -0.15 2.16 0.63
F -0.96 0.40 1.51
S 3.18 0.63 0.20
Cl -2.02 0.97 -0.72
H 0.27 0.32 0.11

Computed properties:
net charge: 0
energy relative to the best compared isomer or geometry (same formula, charge and spin): 0.171 eV
HOMO: -11.751 eV
LUMO level: -0.0632 Ha
multiplicity: 1

Listed below, in e, are the Löwdin charges computed for each atom:
1. C -0.89
2. O -0.45
3. O -0.42
4. F -0.01
5. F 0.05
6. S 0.94
7. Cl 0.70
8. H 0.08

---

DFT (the ωB97M-V functional and the def2-TZVPD basis) results for one molecule with the formula CHClF2O3S.

Atoms and positions in Å:
C -0.35 -0.15 0.22
O -1.35 0.26 -2.23
O -2.58 -1.13 -0.65
O -3.60 0.53 1.37
F -0.97 1.02 0.58
F -0.47 -1.04 1.16
S -1.22 -0.88 -1.39
Cl -3.34 -0.93 0.91
H 0.66 0.06 -0.17

Computed properties:
net charge: 0
energy relative to the best compared isomer or geometry (same formula, charge and spin): 3.465 eV
HOMO: -9.884 eV
LUMO level: -0.0632 Ha
multiplicity: 1

Atomic partial charges in e from the Löwdin method, atoms 1 to 8:
1. C -0.49
2. O -0.42
3. O -0.72
4. O -0.55
5. F 0.03
6. F 0.06
7. S 0.90
8. Cl 1.06

---

DFT (the ωB97M-V functional and the def2-TZVPD basis) results for one molecule with the formula CHClF2OS2.

Atoms and positions in Å:
O 2.88 -0.82 -1.57
S 2.11 -0.28 -0.47
S 2.00 -1.06 1.26
Cl 2.54 1.72 -0.42
C 0.33 -0.20 -1.24
F -0.44 -0.86 -0.38
F -0.04 1.11 -1.18
H 0.26 -0.53 -2.36

Computed properties:
net charge: 0
energy relative to the best compared isomer or geometry (same formula, charge and spin): 1.034 eV
HOMO: -10.338 eV
LUMO level: -0.0271 Ha
multiplicity: 1

Listed below, in e, are the Löwdin charges computed for each atom:
1. O -0.46
2. S 0.04
3. S 0.35
4. Cl 0.37
5. C -0.47
6. F 0.02
7. F -0.03
8. H 0.19

---

DFT (the ωB97M-V functional and the def2-TZVPD basis) results for a 2-piece molecular cluster, CHClF2OS2 overall.

Atoms and positions in Å:
C -0.46 -0.96 1.30
O -4.59 -0.27 -1.95
F -1.75 -0.88 1.04
F 0.18 -0.17 0.47
S -2.53 -1.57 -3.30
S -3.53 -0.03 -2.89
Cl -0.27 -0.41 3.03
H -0.25 -2.05 1.31

Computed properties:
net charge: 0
energy relative to the best compared isomer or geometry (same formula, charge and spin): 0.200 eV
HOMO: -10.359 eV
LUMO level: -0.0662 Ha
multiplicity: 1

Listed below, in e, are the Löwdin charges computed for each atom:
1. C -0.82
2. O -0.59
3. F 0.02
4. F 0.07
5. S 0.22
6. S 0.36
7. Cl 0.60
8. H 0.13

---

DFT (the ωB97M-V functional and the def2-TZVPD basis) results for a 2-piece molecular cluster, CHClFN overall.

Atoms and positions in Å:
N 0.59 1.20 -0.75
C 1.04 0.50 0.03
F 1.66 -0.15 0.96
Cl -2.02 -0.53 -0.57
H -1.27 -1.01 0.32

Computed properties:
net charge: 0
energy relative to the best compared isomer or geometry (same formula, charge and spin): 1.200 eV
HOMO: -11.494 eV
LUMO level: 0.0047 Ha
multiplicity: 1

Listed below, in e, are the Löwdin charges computed for each atom:
1. N 0.16
2. C -0.36
3. F 0.16
4. Cl 0.32
5. H -0.28

---

DFT (the ωB97M-V functional and the def2-TZVPD basis) results for one molecule with the formula CHClFN.

Atoms and positions in Å:
C -1.42 0.81 -0.05
N -0.20 0.70 0.01
F -2.05 1.94 0.02
Cl -2.78 -0.88 0.01
H 0.10 -0.18 0.17

Computed properties:
net charge: 0
energy relative to the best compared isomer or geometry (same formula, charge and spin): 0.000 eV
HOMO (alpha / beta): -7.554 / -11.443 eV
LUMO level (alpha / beta): 0.0361 / -0.1746 Ha
<S²>: 2.0069
multiplicity: 3

Listed below, in e, are the Löwdin charges computed for each atom:
1. C -0.66
2. N 0.19
3. F 0.06
4. Cl 0.42
5. H 0.00

---

DFT (the ωB97M-V functional and the def2-TZVPD basis) results for a 2-piece molecular cluster, CHClFNO2 overall.

Atoms and positions in Å:
C -0.45 -0.42 -0.03
N 0.90 -0.52 -0.19
O 1.27 0.05 -1.16
O 1.50 -1.04 0.70
F -1.08 -0.89 1.01
Cl -1.10 2.50 0.19
H -1.05 0.31 -0.53

Computed properties:
net charge: 0
energy relative to the best compared isomer or geometry (same formula, charge and spin): 3.496 eV
HOMO (alpha / beta): -10.526 / -12.177 eV
LUMO level (alpha / beta): -0.1616 / -0.0898 Ha
multiplicity: 1

Listed below, in e, are the Löwdin charges computed for each atom:
1. C -0.09
2. N -0.44
3. O 0.12
4. O 0.14
5. F 0.15
6. Cl 0.10
7. H 0.03

---

DFT (the ωB97M-V functional and the def2-TZVPD basis) results for a 2-piece molecular cluster, CHClN2 overall.

Atoms and positions in Å:
C -0.63 0.83 1.07
N -1.76 0.97 1.11
N 2.35 -0.31 1.10
Cl 3.78 -0.63 1.48
H 0.49 0.57 1.11

Computed properties:
net charge: 0
energy relative to the best compared isomer or geometry (same formula, charge and spin): 2.618 eV
HOMO (alpha / beta): -10.365 / -10.362 eV
LUMO level (alpha / beta): -0.0649 / -0.0655 Ha
multiplicity: 1

Listed below, in e, are the Löwdin charges computed for each atom:
1. C -0.13
2. N 0.03
3. N -0.56
4. Cl 0.66
5. H 0.00

---

DFT (the ωB97M-V functional and the def2-TZVPD basis) results for a 2-piece molecular cluster, CHClN2O overall.

Atoms and positions in Å:
C 0.46 -0.84 -0.57
N -1.09 1.96 0.01
N -2.04 1.42 0.08
O 1.37 -0.66 0.37
Cl -0.83 -1.73 0.10
H 2.12 -0.16 0.01

Computed properties:
net charge: 0
energy relative to the best compared isomer or geometry (same formula, charge and spin): 0.014 eV
HOMO: -9.457 eV
LUMO level: 0.0152 Ha
multiplicity: 1

Listed below, in e, are the Löwdin charges computed for each atom:
1. C -0.62
2. N 0.02
3. N 0.02
4. O -0.11
5. Cl 0.59
6. H 0.10

---

DFT (the ωB97M-V functional and the def2-TZVPD basis) results for one molecule with the formula CHClN2O.

Atoms and positions in Å:
O -1.24 -1.34 0.41
C -0.81 -0.30 0.05
N 0.08 0.08 -0.84
N 1.25 0.65 -0.60
Cl 2.06 0.25 0.85
H -1.34 0.65 0.12

Computed properties:
net charge: 0
energy relative to the best compared isomer or geometry (same formula, charge and spin): 2.439 eV
HOMO: -10.843 eV
LUMO level: -0.0503 Ha
multiplicity: 1

Listed below, in e, are the Löwdin charges computed for each atom:
1. O 0.11
2. C -0.46
3. N 0.01
4. N -0.37
5. Cl 0.57
6. H 0.14

---

DFT (the ωB97M-V functional and the def2-TZVPD basis) results for one molecule with the formula CHClN2O.

Atoms and positions in Å:
O -0.72 1.40 1.42
C -0.37 0.38 0.86
N 0.65 0.06 0.09
N 0.13 -0.49 -1.32
Cl 1.28 -0.79 -2.34
H -0.99 -0.57 1.30

Computed properties:
net charge: 0
energy relative to the best compared isomer or geometry (same formula, charge and spin): 4.340 eV
HOMO (alpha / beta): -10.320 / -10.506 eV
LUMO level (alpha / beta): -0.0806 / -0.0725 Ha
multiplicity: 1

Listed below, in e, are the Löwdin charges computed for each atom:
1. O 0.04
2. C -0.47
3. N 0.08
4. N -0.50
5. Cl 0.69
6. H 0.17

---

DFT (the ωB97M-V functional and the def2-TZVPD basis) results for one molecule with the formula CHClN2O2S.

Atoms and positions in Å:
N 2.82 1.27 0.85
C 1.83 0.84 1.22
S 0.41 0.03 1.72
O 0.85 -0.89 2.74
O -0.65 0.93 1.92
N -0.01 -0.72 0.27
Cl 1.09 -1.81 -0.52
H -0.62 -0.05 -0.29

Computed properties:
net charge: 0
energy relative to the best compared isomer or geometry (same formula, charge and spin): 1.159 eV
HOMO: -11.185 eV
LUMO level: -0.0127 Ha
multiplicity: 1

Listed below, in e, are the Löwdin charges computed for each atom:
1. N 0.17
2. C -0.31
3. S 0.51
4. O -0.26
5. O -0.25
6. N -0.60
7. Cl 0.62
8. H 0.11

---

DFT (the ωB97M-V functional and the def2-TZVPD basis) results for a 2-piece molecular cluster, CHClN2O3 overall.

Atoms and positions in Å:
O 0.75 -1.95 -0.22
N -0.03 -1.06 -0.05
O -1.25 -1.22 0.28
C 0.46 0.24 0.05
N 1.53 0.69 0.06
O 2.42 1.43 0.00
Cl -1.66 1.53 -0.10
H -2.24 0.35 -0.02

Computed properties:
net charge: 0
energy relative to the best compared isomer or geometry (same formula, charge and spin): 1.619 eV
HOMO: -10.269 eV
LUMO level: -0.0583 Ha
multiplicity: 1

Listed below, in e, are the Löwdin charges computed for each atom:
1. O 0.15
2. N -0.35
3. O -0.03
4. C -0.15
5. N -0.06
6. O 0.13
7. Cl 0.46
8. H -0.15

---

DFT (the ωB97M-V functional and the def2-TZVPD basis) results for one molecule with the formula CHClO3.

Atoms and positions in Å:
O 0.37 -1.22 0.54
C 0.50 0.05 0.48
Cl 1.53 1.05 1.38
O -0.27 0.83 -0.25
O -1.19 0.08 -0.99
H -0.94 -0.79 -1.16

Computed properties:
net charge: 0
energy relative to the best compared isomer or geometry (same formula, charge and spin): 2.001 eV
HOMO: -11.571 eV
LUMO level: 0.0221 Ha
multiplicity: 1

Listed below, in e, are the Löwdin charges computed for each atom:
1. O 0.01
2. C -0.90
3. Cl 0.82
4. O -0.05
5. O 0.05
6. H 0.07

---

DFT (the ωB97M-V functional and the def2-TZVPD basis) results for a 2-piece molecular cluster, CHClS3 overall.

Atoms and positions in Å:
C 0.74 -0.78 -1.97
S -0.56 -0.76 -2.81
S 2.14 -0.68 -1.32
S -1.48 0.42 2.19
Cl -0.43 1.62 0.92
H -0.40 0.18 2.99

Computed properties:
net charge: 0
energy relative to the best compared isomer or geometry (same formula, charge and spin): 0.000 eV
HOMO: -9.537 eV
LUMO level: -0.0079 Ha
multiplicity: 1

Listed below, in e, are the Löwdin charges computed for each atom:
1. C -1.45
2. S 0.72
3. S 0.71
4. S 0.22
5. Cl -0.01
6. H -0.19

---

DFT (the ωB97M-V functional and the def2-TZVPD basis) results for CHCuLiO2 as an isolated structure.

Atoms and positions in Å:
O -1.00 0.33 0.54
C 0.15 -0.05 0.83
O 1.17 0.08 0.07
Cu -0.35 0.89 -1.47
H 1.34 -1.80 1.53
Li 2.54 -1.27 0.14

Computed properties:
net charge: 0
energy relative to the best compared isomer or geometry (same formula, charge and spin): 2.490 eV
HOMO (alpha / beta): -6.686 / -7.089 eV
LUMO level (alpha / beta): -0.0359 / -0.0527 Ha
<S²>: 0.7623
multiplicity: 2

Listed below, in e, are the Löwdin charges computed for each atom:
1. O -0.09
2. C -0.57
3. O -0.35
4. Cu 0.53
5. H -0.07
6. Li 0.56

---

DFT (the ωB97M-V functional and the def2-TZVPD basis) results for CHCuLiO3 as an isolated structure.

Atoms and positions in Å:
O 2.47 0.48 0.10
C 0.86 -0.64 -0.12
O -0.36 -0.72 0.07
Li -1.55 -2.09 -0.07
Cu -0.93 1.53 -0.07
O 1.33 0.58 -0.13
H 1.68 -1.32 0.10

Computed properties:
net charge: +1
HOMO (alpha / beta): -11.403 / -10.772 eV
LUMO level (alpha / beta): -0.2160 / -0.2160 Ha
multiplicity: 1

Listed below, in e, are the Löwdin charges computed for each atom:
1. O -0.14
2. C -0.35
3. O -0.19
4. Li 0.87
5. Cu 0.78
6. O -0.14
7. H 0.17

---

DFT (the ωB97M-V functional and the def2-TZVPD basis) results for a 2-piece molecular cluster, CHF2IO overall.

Atoms and positions in Å:
O -1.04 0.17 -0.63
C -0.96 -0.72 0.11
F -0.74 -1.95 -0.24
I -0.90 -0.63 2.17
F 1.50 1.23 -0.51
H 2.14 1.90 -0.90

Computed properties:
net charge: 0
energy relative to the best compared isomer or geometry (same formula, charge and spin): 0.380 eV
HOMO: -10.226 eV
LUMO level: 0.0136 Ha
multiplicity: 1

Listed below, in e, are the Löwdin charges computed for each atom:
1. O 0.07
2. C -1.07
3. F 0.03
4. I 0.94
5. F -0.14
6. H 0.16

---

DFT (the ωB97M-V functional and the def2-TZVPD basis) results for one molecule with the formula CHF2IS.

Atoms and positions in Å:
F -1.75 -1.38 0.93
C -2.13 -0.80 -0.18
F -2.14 -1.68 -1.16
S -0.66 0.72 -0.73
I -3.99 0.24 0.00
H 0.29 0.09 -0.02

Computed properties:
net charge: 0
energy relative to the best compared isomer or geometry (same formula, charge and spin): 0.656 eV
HOMO: -9.682 eV
LUMO level: -0.0211 Ha
multiplicity: 1

Listed below, in e, are the Löwdin charges computed for each atom:
1. F 0.00
2. C -1.17
3. F -0.01
4. S 0.53
5. I 0.85
6. H -0.20

---

DFT (the ωB97M-V functional and the def2-TZVPD basis) results for a 2-piece molecular cluster, CHF2NO overall.

Atoms and positions in Å:
C 3.18 -0.17 -0.05
N -0.12 0.16 0.71
O 3.31 -1.33 0.17
F 3.86 0.92 -0.10
F 1.00 0.74 0.10
H 0.15 0.12 1.65

Computed properties:
net charge: 0
energy relative to the best compared isomer or geometry (same formula, charge and spin): 4.102 eV
HOMO (alpha / beta): -11.428 / -8.835 eV
LUMO level (alpha / beta): -0.0116 / -0.0395 Ha
multiplicity: 1

Listed below, in e, are the Löwdin charges computed for each atom:
1. C -0.30
2. N 0.18
3. O 0.13
4. F 0.15
5. F -0.18
6. H 0.01